1.
C18H20N2O4S | the ωB97M-V functional and the def2-TZVPD basis

Properties
HOMO-LUMO gap = 8.81 eV
SMILES = CSCC[C@H](NC(=O)c1ccccc1)C(=O)OCC(=O)c1ccc[nH]1
ΔE to the lowest compared entry with this formula, charge and spin = 51.7 kJ/mol
Charge = 0

Each atom is followed by the atoms it is bonded to, with distances in Å.
Atoms and positions in Å:
1 C -1.090 0.883 1.916  C7 1.519, S19 1.820, H26 1.089, H29 1.090
2 H -3.458 -4.245 0.346  C20 1.080
3 C -1.521 -3.695 1.041  C20 1.392, C25 1.392, C30 1.489
4 H 0.854 0.466 1.119  C7 1.093
5 C 2.692 4.523 -0.548  H31 1.072, N32 1.342, C40 1.380
6 H -0.039 1.716 0.232  C7 1.091
7 C -0.131 0.757 0.745  C1 1.519, H4 1.093, H6 1.091, C45 1.542
8 H 3.337 3.070 0.961  C40 1.072
9 O -2.813 -1.761 0.533  C30 1.216
10 H -0.413 4.380 3.038  C43 1.085
11 O 1.211 -0.990 -1.688  C28 1.204
12 C -2.433 -5.915 1.229  C13 1.385, H18 1.080, C20 1.382
13 C -1.275 -6.338 1.859  C12 1.385, C21 1.385, H27 1.080
14 N -0.579 -1.624 0.266  C30 1.360, H39 1.010, C45 1.439
15 H 0.325 1.000 -4.253  C16 1.094
16 C 0.888 1.154 -3.329  H15 1.094, O23 1.427, H33 1.096, C41 1.529
17 H -1.586 3.694 1.892  C43 1.086
18 H -3.240 -6.611 1.054  C12 1.080
19 S -0.441 2.019 3.182  C1 1.820, C43 1.816
20 C -2.559 -4.598 0.829  H2 1.080, C3 1.392, C12 1.382
21 C -0.247 -5.439 2.094  C13 1.385, C25 1.383, H35 1.080
22 H 2.462 1.268 -0.800  C36 1.071
23 O 0.038 0.854 -2.223  C16 1.427, C28 1.328
24 H 1.861 5.086 -2.409  N32 1.008
25 C -0.364 -4.122 1.686  C3 1.392, C21 1.383, H34 1.080
26 H -1.215 -0.071 2.425  C1 1.089
27 H -1.175 -7.365 2.176  C13 1.080
28 C 0.315 -0.213 -1.481  O11 1.204, O23 1.328, C45 1.521
29 H -2.068 1.243 1.598  C1 1.090
30 C -1.720 -2.289 0.592  C3 1.489, O9 1.216, N14 1.360
31 H 2.919 5.492 -0.149  C5 1.072
32 N 2.124 4.365 -1.754  C5 1.342, H24 1.008, C42 1.370
33 H 1.760 0.489 -3.311  C16 1.096
34 H 0.434 -3.426 1.899  C25 1.080
35 H 0.650 -5.765 2.600  C21 1.080
36 C 2.421 2.333 -0.909  H22 1.071, C40 1.396, C42 1.390
37 H 0.165 3.667 1.518  C43 1.087
38 H -1.644 -0.067 -0.573  C45 1.096
39 H 0.290 -2.123 0.148  N14 1.010
40 C 2.895 3.275 0.006  C5 1.380, H8 1.072, C36 1.396
41 C 1.322 2.618 -3.247  C16 1.529, C42 1.443, O44 1.216
42 C 1.930 3.032 -2.006  N32 1.370, C36 1.390, C41 1.443
43 C -0.584 3.602 2.303  H10 1.085, H17 1.086, S19 1.816, H37 1.087
44 O 1.137 3.383 -4.174  C41 1.216
45 C -0.613 -0.292 -0.278  C7 1.542, N14 1.439, C28 1.521, H38 1.096

---

2.
C18H20N2O6S | the ωB97M-V functional and the def2-TZVPD basis

Properties
HOMO-LUMO gap = 7.97 eV
SMILES = Cc1cc2c(cc1S(=O)(=O)[C@H](C)CC(=O)NCc1ccco1)OCC(=O)N2
ΔE to the lowest compared entry with this formula, charge and spin = 2151.5 kJ/mol
Charge = 0

Each atom is followed by the atoms it is bonded to, with distances in Å.
Atoms and positions in Å:
1 H 4.937 0.942 1.080  N44 1.088
2 H -2.188 2.850 -2.916  C15 1.198
3 H -1.102 3.835 -1.763  C15 1.046
4 O 5.311 -1.027 2.913  C38 1.444
5 H -1.905 2.776 0.755  C21 1.098
6 N -1.695 -0.086 0.980  C19 1.301, H31 1.105, C41 1.633
7 C 0.684 0.395 -1.301  S16 1.727, C18 1.442, C35 1.254
8 O -2.737 -3.588 2.225  C10 1.321, C17 1.617
9 H 2.405 2.992 -2.742  C23 1.070
10 C -3.265 -4.381 1.311  O8 1.321, C27 1.421, H32 1.167
11 H 1.437 3.581 -1.620  C23 0.951
12 H -2.740 3.437 -1.666  C15 0.856
13 O -0.634 1.165 -3.389  S16 1.335
14 H 3.175 -2.506 2.468  C34 0.860
15 C -1.930 3.196 -1.798  H2 1.198, H3 1.046, H12 0.856, C30 1.492
16 S -0.789 0.744 -2.131  C7 1.727, O13 1.335, C30 1.685, O36 1.693
17 C -2.119 -2.625 1.083  O8 1.617, C41 1.480, C45 1.241
18 C 1.601 1.505 -1.374  C7 1.442, C22 1.555, C23 1.515
19 C -0.993 1.008 0.937  N6 1.301, C21 1.320, O26 1.417
20 H 0.174 -1.260 -0.672  C35 0.999
21 C -1.336 2.034 0.180  H5 1.098, C19 1.320, C30 1.529, H47 1.325
22 C 2.872 1.640 -0.488  C18 1.555, H28 0.944, C29 1.441
23 C 1.530 2.801 -2.156  H9 1.070, H11 0.951, C18 1.515, H25 1.184
24 H -3.519 -4.700 -0.576  C27 0.855
25 H 0.757 2.673 -3.044  C23 1.184
26 O -0.079 0.808 2.001  C19 1.417
27 C -3.106 -4.138 -0.080  C10 1.421, H24 0.855, C45 1.302
28 H 3.681 2.111 -0.612  C22 0.944
29 C 3.047 0.432 0.276  C22 1.441, C37 1.503, N44 1.451
30 C -1.769 1.810 -1.269  C15 1.492, S16 1.685, C21 1.529, H33 1.077
31 H -2.291 -0.308 0.076  N6 1.105
32 H -3.731 -5.349 1.767  C10 1.167
33 H -2.783 1.451 -1.223  C30 1.077
34 C 3.105 -1.674 2.259  H14 0.860, C38 1.439, O42 1.431, H46 1.120
35 C 0.932 -0.614 -0.599  C7 1.254, H20 0.999, C37 1.307
36 O -1.505 -0.783 -1.987  S16 1.693
37 C 2.065 -0.683 0.048  C29 1.503, C35 1.307, O42 1.620
38 C 4.193 -0.758 2.039  O4 1.444, C34 1.439, N44 1.315
39 H -2.057 -2.540 -0.950  C45 1.088
40 H -0.547 -1.428 1.874  C41 0.923
41 C -1.463 -1.493 1.775  N6 1.633, C17 1.480, H40 0.923, H43 1.223
42 O 2.218 -1.860 1.152  C34 1.431, C37 1.620
43 H -1.753 -1.182 2.922  C41 1.223
44 N 4.227 0.119 1.059  H1 1.088, C29 1.451, C38 1.315
45 C -2.414 -3.036 -0.050  C17 1.241, C27 1.302, H39 1.088
46 H 2.373 -1.093 2.876  C34 1.120
47 H -0.273 2.806 0.350  C21 1.325